11
Properties=species:S:1:pos:R:3 method="wB97M-V/def2-TZVPD" total_energy_ev=-20150.7320 homo_lumo_gap_ev=10.38 smiles="O=C1OCOCS1"
C 1.58 -0.22 0.12
C -1.10 -0.88 0.43
C -0.20 1.03 -0.43
H -0.84 -0.53 1.46
H -1.90 -1.52 0.58
H 0.28 0.49 -1.43
H -0.32 2.03 -0.49
O 2.79 -0.24 -0.07
O -1.54 0.35 -0.26
O 0.90 1.03 0.37
S 0.35 -1.52 -0.28

=====

11
Properties=species:S:1:pos:R:3 method="wB97M-V/def2-TZVPD" total_charge=-1 total_energy_ev=-57731.8048 homo_lumo_gap_ev="5.61 / 5.20" spin_multiplicity=2
O 0.30 0.32 -1.91
C 0.25 0.09 -0.58
O 1.31 -0.47 -0.15
Zn 0.58 0.18 1.56
O -1.04 -0.84 1.54
C -1.59 -0.94 0.37
H -2.15 0.01 0.14
C -0.20 1.56 -2.38
H -0.29 2.29 -1.56
H -1.19 1.42 -2.84
H 0.49 1.94 -3.14

=====

11
Properties=species:S:1:pos:R:3 method="wB97M-V/def2-TZVPD" total_charge=-1 total_energy_ev=-57734.9199 homo_lumo_gap_ev="5.32 / 7.21" spin_multiplicity=2
H 3.14 -0.16 -0.54
Zn 2.33 0.94 0.58
O -1.49 -0.74 0.02
C -1.77 0.54 0.25
C -0.05 -0.92 0.07
O -2.88 0.94 0.51
O -0.68 1.28 0.26
C 0.50 0.46 -0.23
H 0.24 -1.67 -0.68
H 0.18 -1.30 1.08
H 0.48 0.62 -1.32

=====

12
Properties=species:S:1:pos:R:3 method="wB97M-V/def2-TZVPD" total_energy_ev=-22200.1754 homo_lumo_gap_ev=9.29 smiles="O=C(O)[C@@H](O)C(O)=S"
C 0.75 0.18 0.26
C 0.32 -0.29 -1.14
C -0.47 -0.23 1.16
H 0.12 1.89 -0.41
H 1.65 -0.41 0.64
H -0.28 0.61 -2.76
H -1.14 -1.82 2.04
O 0.93 1.50 0.25
O -0.19 0.77 -1.81
O 0.32 -1.41 -1.51
O -0.31 -1.48 1.62
S -1.72 0.68 1.66